ORCA calculation (ωB97M-V/def2-TZVPD) on 4 unconnected molecules or ions with the total composition C2H13NO3 at a distorted geometry.

Output
- spin multiplicity = 1
- relative energy (zero: lowest compared OMol25 entry of this formula, charge and spin) (kcal per mole) = 43.0
- SMILES string = CNC.O.O.O
- total charge = 0
- gap between HOMO and LUMO (eV) = 10.33

Last column: Mulliken charge in e.
Geometry (Å):
1 C 2.90 0.43 0.46  -0.938
2 N 2.41 -0.96 0.15  -0.380
3 C 1.71 -1.25 -1.07  -0.776
4 H 3.46 0.47 1.41  0.301
5 H 2.07 1.17 0.48  0.290
6 H 3.63 0.74 -0.35  0.387
7 H 3.34 -1.35 0.15  0.253
8 H 2.38 -2.02 -1.61  0.291
9 H 0.64 -1.49 -1.05  0.235
10 H 1.86 -0.44 -1.79  0.298
11 O -2.63 0.34 1.06  -0.641
12 H -2.44 1.21 0.61  0.321
13 H -1.72 -0.02 1.14  0.345
14 O -0.05 -1.05 1.73  -0.673
15 H 0.04 -1.62 2.51  0.273
16 H 0.93 -1.06 1.38  0.417
17 O -3.76 2.26 -2.29  -0.615
18 H -3.14 1.74 -2.77  0.313
19 H -4.05 1.88 -1.53  0.301